No. 1
Computed, not measured: a cluster of 3 separate species, C15H28BBr2NO10S2 in total in a non-equilibrium geometry, with ωB97M-V/def2-TZVPD.

For the calculated total energy, the calculation gives -200399.6664 eV. The value obtained for the HOMO energy is -0.3405 Eh. The value obtained for the energy above the lowest of the compared OMol25 structures with the same formula, charge and spin is 6.8193 eV. The calculation puts the strongest force on any atom at 0.176 Eh/bohr.

Positions of all 59 atoms, in Å:
C (2.997, 1.748, 0.838)
C (3.483, 1.270, -0.651)
Br (5.434, 0.893, -0.782)
C (2.530, 0.063, -1.110)
Br (3.323, -0.429, -2.970)
C (2.512, -1.366, -0.377)
C (1.318, -2.013, 0.252)
B (-0.155, -1.426, 0.648)
O (-0.504, -1.569, 2.031)
N (-0.951, -0.535, -0.323)
C (-2.320, -1.154, -0.361)
C (-0.961, 0.914, 0.167)
C (1.778, -3.579, 0.315)
O (0.908, -4.550, -0.085)
O (3.178, -3.802, 0.054)
C (3.679, -2.435, 0.030)
O (4.709, -2.011, 0.785)
H (2.823, 2.925, 0.749)
H (3.962, 1.603, 1.528)
H (2.044, 1.215, 1.251)
H (3.269, 2.169, -1.412)
H (1.455, 0.340, -1.458)
H (-0.642, -2.502, 2.270)
H (-2.294, -2.333, -0.286)
H (-2.760, -0.849, -1.402)
H (-2.998, -0.728, 0.485)
H (-2.009, 1.350, -0.128)
H (-0.114, 1.477, -0.434)
H (-0.768, 0.936, 1.329)
C (-0.285, 2.166, 5.210)
C (0.606, 2.314, 6.430)
O (1.942, 1.919, 6.151)
S (2.884, 2.918, 5.274)
C (4.428, 2.092, 5.569)
O (2.922, 4.214, 5.914)
O (2.550, 2.762, 3.873)
H (0.008, 2.865, 4.420)
H (-1.329, 2.365, 5.465)
H (-0.205, 1.157, 4.793)
H (0.578, 3.337, 6.819)
H (0.235, 1.656, 7.223)
H (4.673, 2.166, 6.629)
H (5.194, 2.589, 4.970)
H (4.335, 1.049, 5.261)
C (-2.336, -2.515, -6.476)
C (-3.271, -1.423, -6.963)
O (-4.501, -1.435, -6.252)
S (-4.528, -0.854, -4.730)
C (-6.292, -0.802, -4.538)
O (-4.022, 0.501, -4.733)
O (-4.007, -1.868, -3.837)
H (-2.014, -2.329, -5.447)
H (-1.441, -2.568, -7.102)
H (-2.838, -3.487, -6.487)
H (-2.797, -0.438, -6.900)
H (-3.507, -1.601, -8.017)
H (-6.704, -0.070, -5.234)
H (-6.509, -0.506, -3.509)
H (-6.698, -1.797, -4.730)


No. 2
Computed, not measured: a structure of composition C22H35MnNO4P2 in a non-equilibrium geometry, with ωB97M-V/def2-TZVPD.

The total charge is +2. For the calculated total energy, the calculation gives -82936.1700 eV. The value obtained for the HOMO energy (spin up / spin down) is -0.4605 / -0.4059 Eh. Its expectation value of S² is 4.234. The calculation puts the strongest force on any atom at 0.086 Eh/bohr. As for the spin multiplicity: 4.

Positions of all 65 atoms, in Å:
P (0.367, -1.927, -1.662)
P (-0.048, 2.125, -1.169)
C (0.115, -0.493, -2.811)
C (0.645, 0.859, -2.318)
H (-0.996, -0.598, -3.063)
H (0.741, -0.772, -3.691)
H (1.695, 0.720, -1.945)
H (0.790, 1.422, -3.247)
C (-1.624, 2.723, -1.708)
H (-2.200, 3.049, -0.840)
H (-2.236, 1.999, -2.238)
H (-1.520, 3.567, -2.381)
C (1.144, 3.470, -1.377)
H (0.785, 4.121, -2.203)
H (2.114, 3.021, -1.627)
H (1.182, 3.975, -0.420)
C (-0.766, -3.200, -2.369)
H (-0.892, -3.992, -1.613)
H (-0.343, -3.645, -3.304)
H (-1.755, -2.787, -2.620)
C (1.927, -2.607, -2.309)
H (2.657, -1.821, -2.532)
H (1.755, -3.148, -3.267)
H (2.353, -3.297, -1.577)
Mn (-1.181, 0.118, -4.748)
C (0.315, 1.576, -5.738)
C (-1.097, 1.764, -5.738)
C (-2.044, 0.962, -6.689)
C (-1.698, -0.534, -6.978)
C (-0.909, -1.268, -5.880)
C (0.513, -1.312, -5.852)
C (1.399, -0.560, -6.723)
C (1.060, 0.950, -6.878)
C (0.232, -1.823, 0.088)
H (1.019, 2.165, -5.112)
H (-1.427, 2.689, -5.272)
H (-2.168, 1.515, -7.616)
H (-3.018, 0.937, -6.198)
H (-2.621, -1.123, -7.160)
H (-1.128, -0.615, -7.910)
H (-1.461, -2.068, -5.329)
H (0.905, -2.235, -5.408)
H (1.502, -1.015, -7.723)
H (2.390, -0.651, -6.281)
H (2.031, 1.462, -7.079)
H (0.446, 1.045, -7.788)
H (0.942, -1.101, 0.561)
H (0.485, -2.872, 0.407)
H (-0.789, -1.545, 0.403)
O (-1.963, 0.791, 0.906)
C (-0.934, 1.322, 1.302)
O (0.053, 1.749, 0.438)
C (-0.772, 1.611, 2.780)
C (-1.879, 1.467, 3.662)
C (-1.720, 1.637, 5.030)
C (-0.463, 1.971, 5.581)
C (0.640, 2.087, 4.709)
C (0.471, 1.924, 3.328)
N (-0.325, 2.072, 7.001)
O (-1.384, 1.967, 7.682)
O (0.782, 2.325, 7.523)
H (-2.864, 1.233, 3.287)
H (-2.538, 1.523, 5.741)
H (1.621, 2.311, 5.153)
H (1.340, 2.041, 2.676)


No. 3
Computed, not measured: an isolated molecule of C3H4Si in a non-equilibrium geometry, with ωB97M-V/def2-TZVPD.

For the calculated total energy, the calculation gives -11048.0350 eV. The value obtained for the HOMO energy is -0.2846 Eh. The value obtained for the energy above the lowest of the compared OMol25 structures with the same formula, charge and spin is 1.7354 eV. The calculation puts the strongest force on any atom at 0.047 Eh/bohr.

Positions of all 8 atoms, in Å:
C (0.388, 0.170, 0.732)
C (-0.601, 0.885, -0.221)
C (-0.778, -0.362, -0.011)
Si (2.200, -0.034, -0.030)
H (0.242, 0.320, 1.872)
H (-0.810, 1.848, -0.600)
H (-1.456, -1.244, -0.050)
H (2.693, 1.393, -0.166)


No. 4
Computed, not measured: a structure of composition C24H37AsGeIN2O2Ti in a non-equilibrium geometry, with ωB97M-V/def2-TZVPD.

The total charge is -1. For the calculated total energy, the calculation gives -181135.1281 eV. The value obtained for the HOMO energy (spin up / spin down) is -0.1093 / -0.1098 Eh. The value obtained for the energy above the lowest of the compared OMol25 structures with the same formula, charge and spin is 2.7016 eV. The calculation puts the strongest force on any atom at 0.131 Eh/bohr.

Positions of all 69 atoms, in Å:
Ti (-0.314, 0.529, -0.778)
C (-1.787, 0.894, 3.517)
C (-0.310, 0.693, 3.315)
N (0.450, 0.793, 4.406)
C (1.759, 0.603, 4.288)
C (2.399, 0.285, 3.112)
C (3.884, 0.053, 3.100)
O (4.545, 1.155, 2.500)
C (1.631, 0.214, 1.915)
C (2.228, -0.022, 0.664)
N (1.505, -0.041, -0.444)
C (1.932, -0.106, -1.752)
C (3.217, -0.277, -2.269)
C (3.366, -0.265, -3.649)
C (2.270, -0.082, -4.472)
C (0.996, 0.108, -3.932)
C (0.784, 0.098, -2.563)
I (-2.742, 0.638, -2.099)
C (0.207, 0.431, 2.039)
O (-0.601, 0.384, 1.001)
H (-1.951, 1.695, 4.235)
H (-2.235, -0.019, 3.915)
H (-2.275, 1.135, 2.574)
H (2.321, 0.706, 5.211)
H (4.121, -0.867, 2.545)
H (4.232, -0.076, 4.134)
H (5.494, 0.991, 2.502)
H (3.310, -0.136, 0.596)
H (4.084, -0.405, -1.633)
H (4.353, -0.365, -4.087)
H (2.402, -0.065, -5.548)
H (0.169, 0.291, -4.612)
C (-2.467, -4.657, -1.520)
C (-2.021, -3.267, -1.957)
As (-0.882, -2.175, -0.699)
C (-1.880, -2.508, 0.981)
C (-3.200, -1.747, 0.962)
C (0.563, -3.507, -0.358)
C (1.428, -3.708, -1.596)
H (-3.080, -5.110, -2.300)
H (-3.060, -4.618, -0.608)
H (-1.606, -5.302, -1.351)
H (-2.897, -2.652, -2.195)
H (-1.441, -3.347, -2.884)
H (-1.247, -2.151, 1.802)
H (-2.058, -3.581, 1.124)
H (-3.015, -0.678, 0.835)
H (-3.764, -1.883, 1.886)
H (-3.821, -2.081, 0.128)
H (0.151, -4.465, -0.017)
H (1.178, -3.107, 0.457)
H (0.845, -4.157, -2.400)
H (2.275, -4.365, -1.391)
H (1.811, -2.750, -1.950)
C (-0.470, 5.283, 0.764)
Ge (-1.167, 3.824, -0.437)
C (-2.719, 3.186, 0.642)
C (-1.922, 4.706, -2.090)
C (0.145, 2.485, -0.864)
H (-1.307, 5.823, 1.196)
H (0.169, 5.996, 0.255)
H (0.097, 4.836, 1.577)
H (-3.641, 3.630, 0.271)
H (-2.585, 3.498, 1.677)
H (-2.825, 2.102, 0.619)
H (-2.856, 5.210, -1.862)
H (-2.112, 3.961, -2.857)
H (-1.213, 5.433, -2.476)
H (1.145, 2.868, -1.093)


No. 5
Computed, not measured: an isolated molecule of CH3NO3S in a non-equilibrium geometry, with ωB97M-V/def2-TZVPD.

For the calculated total energy, the calculation gives -19551.7670 eV. The value obtained for the HOMO energy is -0.4031 Eh. The value obtained for the energy above the lowest of the compared OMol25 structures with the same formula, charge and spin is 1.5477 eV. The calculation puts the strongest force on any atom at 0.113 Eh/bohr.

Positions of all 9 atoms, in Å:
O (1.514, 0.760, -1.025)
C (1.510, 0.197, 0.030)
N (0.335, -0.416, 0.465)
S (-1.218, -0.036, -0.296)
O (-1.686, -1.239, -0.750)
O (-1.947, 0.631, 0.749)
H (2.344, -0.050, 0.657)
H (0.198, -0.715, 1.394)
H (-1.050, 0.868, -1.225)


No. 6
Computed, not measured: a structure of composition C5H8O in a non-equilibrium geometry, with ωB97M-V/def2-TZVPD.

For the calculated total energy, the calculation gives -7359.6395 eV. The value obtained for the HOMO energy is -0.3381 Eh. The value obtained for the energy above the lowest of the compared OMol25 structures with the same formula, charge and spin is 2.6158 eV. The calculation puts the strongest force on any atom at 0.022 Eh/bohr.

Positions of all 14 atoms, in Å:
C (1.485, -0.400, 0.445)
C (0.641, 0.544, -0.383)
C (-0.690, 0.137, -1.001)
C (-1.294, -0.827, 0.019)
O (-1.278, 0.205, 1.037)
C (-0.644, 1.114, 0.132)
H (0.870, -0.982, 1.132)
H (2.200, 0.151, 1.058)
H (2.036, -1.099, -0.192)
H (1.206, 1.221, -1.021)
H (-0.935, 0.306, -2.045)
H (-0.623, -1.669, 0.238)
H (-2.238, -1.359, -0.062)
H (-0.869, 2.178, 0.207)